No. 1
90
Properties=species:S:1:pos:R:3:forces:R:3 method="wB97M-V/def2-TZVPD" e_homo_ev="-12.414 / -12.414" gap_ev="6.0 / 5.7" fmax_ev_per_a=0.3 multiplicity=3 lumo_energy_ev="-6.380 / -6.757" total_charge=+2
Mo 0.213 0.257 1.701 -0.11 0.20 -0.25
Br -2.408 -3.249 -4.385 0.02 0.02 0.06
S 2.177 1.123 -2.723 0.05 -0.03 0.07
S -2.581 1.125 -0.345 -0.04 0.09 -0.10
O -3.124 2.284 0.311 -0.01 -0.04 0.04
O -1.584 1.406 -1.358 -0.01 -0.03 0.08
O -2.636 -1.904 1.738 -0.09 0.00 -0.15
N 0.360 1.683 3.572 0.05 0.04 0.10
N -1.011 -0.605 3.290 0.15 -0.02 0.14
N 2.235 0.903 0.425 0.20 -0.01 0.12
N 1.750 -0.829 2.784 0.01 -0.09 0.04
N 0.180 -1.728 0.890 0.02 -0.16 0.16
N -0.221 2.298 1.043 -0.05 -0.06 -0.11
N 0.111 1.344 -4.357 0.02 0.03 -0.07
N -1.952 0.088 0.797 0.10 0.15 -0.09
N 2.035 0.451 -5.275 -0.08 -0.03 -0.03
C 0.247 3.117 3.196 -0.02 -0.01 -0.02
C 2.349 3.473 0.001 -0.01 -0.03 0.11
C -1.706 0.435 4.060 0.02 0.06 0.00
C -1.155 -3.323 -0.445 0.05 0.07 -0.03
C -0.863 -1.632 -2.642 -0.01 0.01 -0.01
C 3.262 -2.567 4.351 -0.03 -0.07 -0.01
C 2.908 2.101 0.231 -0.14 -0.03 -0.06
C -0.625 1.311 4.642 -0.01 -0.05 -0.05
C -4.728 0.241 -1.971 0.03 0.06 -0.04
C 2.773 -0.377 3.524 0.05 0.04 0.06
C -0.430 -2.138 -0.336 -0.11 -0.01 -0.13
C -1.731 -3.658 -1.657 -0.04 -0.09 0.02
C -5.642 -0.782 -2.188 -0.01 -0.04 0.01
C -2.763 -1.013 0.896 0.01 -0.12 0.18
C 0.678 -2.621 1.675 -0.04 0.08 0.08
C -1.585 -2.810 -2.747 -0.01 0.03 -0.06
C -0.468 1.879 -5.591 0.00 0.01 0.02
C -0.748 3.215 2.070 -0.02 0.02 -0.01
C 1.400 -0.232 -6.399 0.03 -0.01 -0.03
C 2.998 -1.489 -0.099 -0.01 0.02 -0.05
C -0.290 -1.291 -1.429 0.01 -0.08 0.02
C 3.552 -1.208 4.306 -0.03 0.06 -0.03
C 4.480 0.549 -0.052 0.14 0.09 0.01
C 1.399 0.968 -4.215 -0.11 0.01 -0.07
C -4.753 -2.073 -0.339 0.02 -0.02 0.01
C -5.654 -1.921 -1.384 -0.02 0.00 -0.02
C -3.832 -1.061 -0.132 -0.05 0.04 -0.08
C 4.299 1.889 0.000 0.10 -0.07 0.02
C 1.547 -2.170 2.743 -0.20 -0.18 -0.06
C 3.193 -0.041 0.150 -0.20 0.01 0.04
C -3.834 0.057 -0.937 0.06 0.00 0.10
C 2.252 -3.060 3.544 0.20 0.13 0.10
H -1.046 2.768 -5.350 -0.01 -0.01 0.03
H -1.691 -1.255 2.835 -0.01 0.02 -0.05
H -0.303 1.654 -3.492 -0.01 0.03 0.03
H -0.762 -0.966 -3.489 0.01 -0.03 0.02
H -6.362 -0.694 -2.991 0.01 0.02 0.00
H -2.326 0.007 4.850 -0.01 0.00 0.01
H -1.331 -3.945 0.421 0.00 -0.03 0.00
H 1.500 3.448 -0.683 -0.01 0.00 -0.02
H -4.719 1.134 -2.583 0.00 -0.01 0.01
H 5.012 2.677 -0.187 0.00 -0.03 0.00
H 0.325 2.174 -6.275 -0.03 0.02 0.01
H 1.332 0.397 -7.286 0.00 -0.01 0.01
H -2.354 0.981 3.375 -0.01 0.00 0.00
H -0.023 3.731 4.055 -0.03 0.00 0.00
H 2.090 4.016 0.916 -0.04 -0.04 0.00
H 1.987 -1.113 -6.647 0.02 0.00 0.01
H -2.315 -4.563 -1.753 0.02 0.01 0.02
H -4.758 -2.950 0.295 0.00 0.01 0.00
H 0.679 2.659 0.771 0.14 0.02 -0.06
H 2.055 -1.690 -0.596 0.06 -0.01 0.01
H 3.836 -3.231 4.984 -0.01 0.01 -0.01
H 3.068 -2.084 0.815 0.02 0.03 0.00
H 2.028 -4.117 3.501 0.00 0.00 -0.02
H 3.117 4.066 -0.489 0.00 0.01 0.01
H 0.401 -0.560 -6.117 0.03 -0.02 0.00
H 4.368 -0.790 4.880 -0.01 0.00 -0.01
H -0.092 0.756 5.417 0.04 0.00 -0.01
H 1.228 3.449 2.850 0.00 0.00 0.02
H 3.801 -1.828 -0.751 0.00 0.00 -0.01
H -0.751 2.342 0.172 -0.04 0.06 0.02
H -0.454 -1.167 3.931 -0.02 -0.01 0.03
H 5.377 -0.006 -0.280 -0.02 0.03 -0.02
H 3.009 0.262 -5.109 0.01 -0.01 0.01
H -1.747 2.895 2.358 -0.02 -0.02 0.00
H 2.981 0.684 3.465 0.02 0.00 0.01
H -1.122 1.164 -6.089 0.00 0.01 0.00
H 1.275 1.575 3.995 0.02 -0.01 -0.02
H -6.385 -2.694 -1.579 0.01 0.00 0.01
H -0.825 4.234 1.688 0.01 0.00 -0.03
H -1.030 2.208 5.108 -0.02 0.00 0.01
H 0.589 -3.684 1.482 0.01 -0.03 -0.09
H 0.266 -0.362 -1.353 0.01 -0.02 0.01

No. 2
81
Properties=species:S:1:pos:R:3:forces:R:3 method="wB97M-V/def2-TZVPD" e_homo_ev="-13.378 / -13.383" gap_ev="7.9 / 5.0" fmax_ev_per_a=0.9 multiplicity=5 lumo_energy_ev="-5.523 / -8.384" total_charge=+2
Os -0.967 0.856 -0.094 0.21 0.82 0.32
Br -0.428 -0.747 -3.100 -0.10 0.08 -0.06
S -2.865 4.203 2.335 -0.03 -0.01 -0.02
S 0.164 2.732 1.540 0.15 -0.40 -0.05
S 0.044 6.382 2.360 0.04 0.00 0.06
O 0.822 0.060 -0.524 0.09 0.08 0.47
N -2.775 1.846 0.220 -0.03 -0.01 -0.26
C 0.942 -1.609 -2.160 0.16 -0.14 0.03
C 2.977 -2.792 -0.699 0.06 0.05 0.04
C -1.936 3.080 3.408 0.00 0.13 -0.13
C 2.025 -5.740 -2.227 -0.01 0.02 -0.01
C -1.717 6.783 2.272 0.03 -0.05 0.00
C -2.648 5.859 3.046 0.02 -0.01 -0.05
C -1.533 -1.916 0.732 -0.13 0.04 0.05
C 1.799 -0.990 2.175 -0.05 0.02 0.00
C -3.552 -3.111 0.245 0.00 -0.03 -0.01
C 2.446 -1.647 -0.164 0.05 -0.11 0.01
C 2.550 -3.372 -1.916 -0.05 -0.01 0.00
C -4.053 -2.014 -0.440 -0.02 0.04 0.00
C -3.809 0.288 -1.362 0.02 -0.02 -0.12
C 2.941 -1.048 1.149 0.06 0.00 -0.04
C -4.015 2.688 -1.727 0.06 -0.04 -0.07
C 1.508 -2.742 -2.644 -0.02 0.04 0.04
C -2.033 -0.788 0.062 0.01 -0.47 -0.13
C 1.160 4.180 1.087 -0.10 0.10 -0.24
C -0.426 3.053 3.230 -0.13 0.00 0.09
C 3.124 -4.671 -2.428 0.00 0.00 0.01
C 1.381 -1.025 -0.912 -0.36 0.10 -0.38
C -4.743 2.455 -2.882 -0.02 0.01 0.01
C -2.287 -3.070 0.823 0.02 0.00 0.02
C 0.390 5.468 0.821 -0.04 0.02 0.08
C -3.545 1.608 -0.999 -0.10 0.03 0.13
C 3.502 0.361 0.888 -0.02 0.03 -0.02
C 4.381 -5.103 -1.670 0.00 0.02 0.01
C -3.305 -0.848 -0.558 0.03 -0.08 0.05
C 3.458 -4.556 -3.926 0.02 0.02 0.01
C -4.542 0.081 -2.531 0.04 0.01 0.01
C 4.061 -1.896 1.758 0.01 0.02 -0.02
C -4.996 1.149 -3.286 0.00 0.02 0.00
H 2.750 1.033 0.475 0.00 -0.01 0.03
H 2.200 -0.664 3.136 0.00 0.00 0.00
H 1.354 -1.976 2.321 0.03 -0.01 0.04
H 3.778 -3.283 -0.172 0.00 -0.01 0.02
H 4.169 -3.751 -4.114 0.01 -0.01 0.00
H 3.727 -2.906 2.002 -0.01 0.00 0.00
H -5.545 0.964 -4.199 -0.03 0.00 0.01
H 3.857 0.785 1.827 0.02 -0.01 0.00
H 1.132 -5.517 -2.812 0.00 -0.01 -0.01
H 1.007 6.110 0.192 -0.01 -0.03 -0.03
H 0.014 2.290 3.872 -0.01 -0.01 0.00
H -1.900 -3.934 1.347 0.00 -0.01 0.00
H 4.389 -1.427 2.684 0.00 0.00 0.00
H 4.931 -1.961 1.102 0.00 0.00 -0.01
H -2.662 2.852 0.378 0.01 -0.02 0.07
H -3.650 6.290 3.058 0.01 0.02 0.06
H 1.897 4.309 1.880 0.02 -0.04 -0.02
H -0.550 -1.879 1.186 -0.03 0.01 0.00
H 1.017 -0.286 1.890 0.04 -0.01 0.00
H 4.774 -6.009 -2.128 0.00 -0.01 0.01
H 4.174 -5.334 -0.625 0.00 0.00 0.01
H -0.011 4.025 3.492 0.08 -0.04 -0.02
H 1.740 -5.822 -1.177 0.02 -0.02 0.01
H -2.326 5.744 4.081 0.00 0.00 0.00
H -3.288 1.486 1.026 0.02 -0.05 0.00
H -5.121 3.288 -3.458 0.02 0.00 -0.02
H -2.370 2.093 3.228 0.00 -0.01 0.05
H -5.043 -2.061 -0.873 0.00 -0.01 -0.02
H 2.413 -6.705 -2.552 -0.01 0.00 -0.01
H 1.170 -3.158 -3.581 -0.02 -0.02 0.01
H -0.544 5.268 0.298 0.01 0.01 -0.01
H 5.164 -4.344 -1.716 0.01 0.00 -0.01
H -3.819 3.700 -1.392 -0.01 0.01 0.01
H 4.345 0.318 0.197 0.01 0.01 0.01
H -4.732 -0.930 -2.864 -0.01 0.00 0.01
H 1.693 3.860 0.190 0.01 -0.01 0.01
H 2.576 -4.392 -4.544 -0.01 0.00 0.00
H -2.015 6.857 1.227 -0.01 0.04 0.01
H -4.151 -4.008 0.324 -0.01 0.00 0.01
H -2.162 3.338 4.443 0.00 -0.09 0.02
H -1.795 7.783 2.702 -0.04 0.02 -0.04
H 3.913 -5.490 -4.255 -0.01 0.00 -0.01

No. 3
86
Properties=species:S:1:pos:R:3:forces:R:3 method="wB97M-V/def2-TZVPD" e_homo_ev="-16.342 / -16.582" gap_ev="6.3 / 5.2" fmax_ev_per_a=5.1 multiplicity=6 lumo_energy_ev="-9.997 / -11.376" total_charge=+3
Ru 10.832 10.271 7.996 0.08 0.31 -1.11
Ge 11.028 9.577 10.266 -0.26 -1.71 3.37
Cl 14.728 5.499 5.002 -0.47 1.32 0.43
Cl 16.749 8.006 5.344 -0.56 -0.05 0.17
O 11.186 6.170 7.818 -2.62 4.29 -0.54
O 14.446 11.725 8.690 -2.52 -0.58 -2.12
N 9.407 11.695 7.464 -3.02 1.84 -0.81
N 12.632 12.754 5.821 0.13 0.53 -0.84
N 12.814 10.525 7.581 0.28 -1.16 -0.07
N 11.171 8.462 7.281 0.90 -1.51 0.79
N 8.366 8.243 6.587 2.22 -1.04 0.94
N 7.834 13.512 6.356 -0.08 0.09 0.94
C 12.895 7.155 6.148 0.08 -0.24 0.72
C 9.849 13.099 7.810 0.91 0.05 -1.09
C 12.882 9.180 10.837 1.23 -0.42 -0.33
C 15.170 8.064 5.950 -0.41 -0.20 0.87
C 13.651 10.322 11.501 -0.61 2.11 0.00
C 13.839 15.167 6.634 -0.90 0.10 -0.48
C 6.416 9.203 12.087 0.23 -0.29 -0.13
C 14.752 9.135 6.730 0.09 2.24 0.30
C 7.916 11.537 7.922 2.48 -2.45 1.26
C 10.537 7.222 7.506 0.66 -2.90 0.25
C 8.564 5.923 7.278 0.03 0.83 -0.24
C 8.732 8.040 11.758 -0.20 0.55 -0.32
C 6.578 6.662 6.212 1.22 -0.34 0.73
C 13.363 12.824 6.928 0.02 2.36 -0.40
C 13.127 15.089 5.435 0.80 -0.45 -0.53
C 8.664 12.862 5.310 -0.17 1.01 -1.18
C 7.054 12.407 7.105 -2.14 0.91 -1.64
C 12.619 13.871 5.017 -0.69 -1.06 1.84
C 7.155 7.938 6.162 0.07 -0.13 -0.37
C 13.991 14.020 7.362 -0.09 -1.30 0.73
C 7.322 8.365 11.144 0.22 1.24 -0.55
C 9.098 7.201 7.130 -1.59 -0.48 0.03
C 16.381 10.407 11.551 -0.11 0.87 -1.51
C 13.421 9.352 7.169 0.16 -0.90 -0.62
C 8.798 14.151 7.340 0.35 1.35 -0.15
C 14.219 6.988 5.739 -0.29 -0.54 -0.31
C 13.552 11.686 7.817 3.55 -0.20 2.23
C 7.318 5.614 6.770 -0.51 0.83 -0.28
C 9.328 11.658 5.919 1.29 -1.25 0.76
C 9.923 7.942 10.786 0.78 -0.93 -0.04
C 12.495 8.252 6.985 1.47 -0.25 -2.62
C 15.023 10.053 12.150 -0.16 -0.85 1.77
H 6.801 7.438 10.859 0.27 0.28 0.09
H 13.000 10.607 12.368 0.38 0.01 -0.77
H 9.634 7.357 9.917 0.11 -0.18 -0.08
H 6.867 10.149 12.397 0.21 0.04 -0.35
H 7.216 14.237 5.897 0.53 -0.97 0.92
H 6.284 8.678 13.029 -0.43 -0.20 0.00
H 16.646 9.750 10.699 -0.06 -0.01 0.54
H 12.009 13.772 4.140 0.12 0.02 -0.53
H 16.338 11.412 11.057 0.22 -0.51 0.75
H 9.285 15.067 6.850 -0.68 -1.44 0.61
H 10.865 13.235 7.300 -1.44 0.03 0.72
H 7.997 12.611 4.463 0.43 -0.11 0.45
H 7.699 10.436 7.759 0.02 1.28 -0.02
H 6.218 12.815 7.672 0.36 0.56 0.22
H 10.782 7.381 11.299 -1.09 0.62 -0.74
H 14.124 16.140 6.968 0.63 0.27 0.29
H 7.862 11.659 9.029 0.11 0.41 -0.82
H 10.365 11.586 5.621 0.41 0.35 -0.44
H 9.188 5.227 7.786 0.20 -0.75 0.07
H 9.382 13.632 4.939 -0.45 -0.63 0.34
H 8.906 10.710 5.594 -0.45 -0.06 0.38
H 14.923 10.570 13.159 0.44 -0.81 -1.12
H 5.593 6.520 5.859 -0.79 -0.18 -0.49
H 6.510 11.830 6.344 0.50 0.16 -0.14
H 8.224 14.512 8.204 0.00 -0.10 -0.37
H 13.726 11.234 10.864 -0.14 -0.64 0.29
H 12.148 6.366 5.918 1.00 0.70 0.07
H 14.520 13.898 8.311 -0.01 0.65 -0.40
H 8.675 7.065 12.272 0.01 0.32 -0.17
H 9.958 13.206 8.886 0.11 -0.16 0.07
H 6.976 4.593 6.797 -0.34 -0.04 0.06
H 10.498 10.505 11.378 -0.10 0.87 -0.49
H 17.202 10.369 12.302 -0.76 0.06 -0.54
H 9.014 8.762 12.533 -0.36 0.01 0.02
H 12.724 8.493 11.680 -0.39 -0.34 -0.44
H 7.385 8.994 10.185 0.40 -0.90 0.92
H 15.043 8.962 12.324 0.04 0.32 0.48
H 5.445 9.439 11.612 0.41 -0.33 0.37
H 15.442 9.984 6.898 -0.23 -0.75 -0.17
H 6.675 8.743 5.623 -0.49 0.05 0.19
H 13.451 8.623 10.064 -0.27 0.32 0.30
H 13.105 15.930 4.758 -0.29 0.18 0.09

No. 4
88
Properties=species:S:1:pos:R:3:forces:R:3 method="wB97M-V/def2-TZVPD" e_homo_ev="-16.057 / -16.057" gap_ev="3.9 / 3.9" fmax_ev_per_a=4.1 lumo_energy_ev="-12.109 / -12.116" total_charge=+3
Sb 0.014 2.246 -0.839 -1.73 2.39 -0.11
Pd 0.769 -0.318 -0.903 2.15 -0.99 1.22
Cl 6.160 0.085 -1.533 0.01 0.14 0.25
Cl 1.093 -0.524 -3.290 -0.98 0.05 0.72
S 3.171 0.312 -0.961 -2.01 0.28 0.72
P -1.285 -2.814 0.412 -1.29 -1.61 1.98
P 0.845 -1.805 2.170 0.11 -3.11 2.64
O -0.481 -2.275 -0.701 0.95 1.51 -1.24
O 0.860 -0.523 1.432 0.13 2.15 -2.67
O -0.476 -2.685 1.845 0.01 0.37 -0.78
N -2.689 -1.944 0.671 1.13 -0.48 -0.46
N -1.508 -4.440 0.294 0.24 1.81 0.05
N 0.713 -1.556 3.804 0.55 0.51 -1.99
N 2.116 -2.817 1.847 -1.10 0.99 0.05
C 2.790 -0.448 -3.594 1.75 0.30 0.26
C 3.244 -0.683 -4.874 -0.15 0.16 -0.08
C 1.576 6.510 -2.772 0.05 0.15 -0.10
C 0.275 3.185 2.103 0.46 -0.10 0.18
C 3.301 -2.252 1.240 0.20 0.11 -0.23
C 0.078 4.634 -2.822 -0.18 -0.39 -0.51
C -3.698 -2.456 1.587 -0.28 -0.29 0.12
C -2.793 2.950 -1.983 0.36 0.23 0.29
C -1.858 1.925 -1.872 0.64 -0.64 0.01
C -3.336 0.437 -3.047 0.02 -0.01 -0.02
C 5.067 -0.190 -2.816 -0.89 -0.18 -0.20
C 4.614 -0.664 -5.130 -0.29 0.07 0.23
C -2.520 -0.507 0.803 0.04 0.13 0.02
C -1.525 3.703 3.605 0.03 0.02 0.11
C -4.006 2.703 -2.606 0.03 -0.04 -0.03
C -4.273 1.454 -3.148 0.09 0.08 0.05
C -1.821 -5.292 1.416 -0.18 -0.33 0.48
C 0.520 5.834 -3.360 -0.25 -0.02 0.14
C 2.001 -4.261 1.818 -0.11 -0.41 -0.18
C -0.166 3.588 3.354 0.16 0.13 -0.19
C -0.654 2.888 1.119 0.68 -0.76 -0.32
C -2.015 2.961 1.373 -0.36 -0.37 -0.35
C -1.606 -5.067 -1.005 -0.23 -0.25 -0.59
C 3.676 -0.158 -2.538 0.04 -0.34 -1.17
C 0.887 -2.606 4.779 -0.07 -0.41 0.27
C -2.132 0.667 -2.402 0.25 -0.20 0.01
C 0.711 4.137 -1.696 0.31 -1.09 0.33
C 1.783 4.791 -1.111 0.55 -0.01 0.23
C 0.270 -0.277 4.302 -0.40 0.44 0.26
C -2.447 3.380 2.622 -0.01 0.16 -0.16
C 5.517 -0.436 -4.106 -0.09 0.07 0.21
C 2.226 5.983 -1.666 -0.14 -0.11 0.30
H -1.613 -4.772 2.348 -0.03 -0.13 0.08
H -5.207 1.283 -3.656 -0.13 -0.06 -0.05
H -0.956 -5.944 -1.039 0.02 0.09 0.00
H -3.943 -3.484 1.340 -0.01 -0.06 0.03
H -2.578 3.929 -1.576 -0.09 0.11 0.00
H 3.071 6.501 -1.238 -0.03 0.03 0.12
H 3.461 -1.243 1.620 0.16 -0.04 -0.07
H -2.870 -5.601 1.403 0.02 0.03 0.02
H -1.300 -4.365 -1.776 0.01 -0.09 -0.10
H -3.379 -2.393 2.633 0.00 0.00 -0.03
H -1.214 -6.199 1.360 0.04 0.09 0.06
H 4.165 -2.868 1.490 -0.02 0.08 0.03
H -4.736 3.495 -2.671 -0.06 0.08 -0.04
H 1.408 -2.210 5.653 0.08 -0.04 -0.10
H 0.558 3.821 4.122 0.01 0.07 0.04
H -1.862 4.058 4.567 -0.05 -0.08 0.09
H 1.339 3.106 1.910 0.00 -0.03 0.08
H -2.629 -5.398 -1.209 0.05 0.04 0.00
H -3.429 -0.012 0.459 0.02 0.08 -0.08
H -2.339 -0.209 1.843 0.11 0.00 -0.04
H -0.748 4.109 -3.281 0.03 -0.05 -0.14
H -3.540 -0.531 -3.477 -0.02 -0.13 -0.02
H -2.740 2.719 0.607 -0.05 -0.09 0.07
H -4.607 -1.864 1.467 0.04 -0.04 -0.01
H 0.257 0.444 3.485 -0.04 0.08 0.17
H 2.546 -0.876 -5.672 -0.11 -0.12 -0.12
H -1.415 -0.155 -2.309 -0.35 0.18 -0.07
H -3.506 3.463 2.815 -0.07 0.04 0.00
H -1.682 -0.184 0.178 -0.20 0.12 0.15
H 0.947 0.076 5.084 0.02 0.01 -0.08
H 1.890 7.462 -3.175 0.12 -0.03 -0.10
H 2.899 -4.706 2.250 -0.07 0.03 0.06
H -0.078 -2.998 5.117 0.05 -0.01 -0.06
H 2.274 4.391 -0.231 0.08 0.02 -0.07
H 1.472 -3.418 4.356 0.06 -0.05 0.11
H 4.969 -0.838 -6.133 0.02 -0.07 -0.08
H 3.209 -2.212 0.139 0.13 -0.11 0.30
H 1.136 -4.576 2.395 0.03 -0.14 -0.02
H 1.897 -4.629 0.793 -0.03 -0.04 0.02
H 6.576 -0.441 -4.311 0.16 0.00 0.07
H 0.041 6.233 -4.242 -0.10 0.04 0.02
H -0.731 -0.347 4.737 -0.01 0.04 -0.02